Record 1
47
Properties=species:S:1:pos:R:3:forces:R:3:lowdin_spin:R:1 method="wB97M-V/def2-TZVPD" relative_energy_ev=0.037 orbital_gap_ev="9.1 / 5.9" energy_ha=-4711.69266 total_charge=+1 spin_multiplicity=3 s2=2.0270
Au 0.244 0.137 -0.115 -0.053 0.070 -0.075 0.495
Br 0.202 -0.400 2.826 0.069 -0.017 -0.002 0.043
P 2.519 -0.003 0.176 0.000 0.035 0.048 0.091
F 1.662 -0.098 5.335 -0.007 -0.004 -0.050 0.001
F 5.214 0.273 1.288 -0.055 -0.060 0.031 0.000
F 6.044 0.431 3.809 -0.077 -0.015 -0.026 0.000
F 4.261 0.253 5.846 -0.039 -0.007 -0.081 0.000
N 0.745 3.206 0.382 -0.117 0.219 0.053 0.140
N -1.164 4.229 0.197 0.278 0.060 0.087 0.111
N 0.118 4.381 0.441 -0.027 -0.129 -0.040 0.043
N -2.480 -1.061 -0.671 -0.323 0.152 -0.021 0.144
N -0.138 2.282 0.097 0.090 -0.052 -0.061 0.215
N -1.818 0.069 -0.500 0.237 -0.217 0.141 0.086
N -3.969 0.521 -0.580 -0.025 -0.317 -0.087 0.109
N -2.513 2.350 -0.259 0.009 -0.067 0.027 0.282
N -3.773 -0.774 -0.722 0.032 0.004 -0.002 0.028
C 3.497 1.206 -2.078 -0.013 0.016 0.004 0.008
C 2.951 0.073 1.940 0.003 0.004 -0.035 0.009
C 4.347 3.501 -0.754 -0.002 -0.015 0.010 0.000
C 4.328 -1.814 -0.939 0.012 0.007 -0.035 0.006
C 3.802 -4.142 -1.254 0.016 0.007 0.001 0.006
C 2.053 -0.048 3.008 -0.072 -0.027 0.000 0.001
C 4.699 -3.085 -1.348 -0.002 0.001 0.002 0.003
C 4.755 0.282 3.558 0.112 0.002 0.079 0.000
C 2.147 -2.672 -0.336 -0.013 -0.010 0.009 0.030
C 4.063 2.248 -2.793 -0.006 -0.028 0.021 -0.001
C 3.368 1.311 -0.691 -0.051 0.007 -0.011 0.007
C -1.316 2.920 -0.010 -0.153 -0.027 -0.052 0.039
C -2.748 1.028 -0.438 0.028 0.300 -0.057 0.026
C 4.298 0.208 2.255 0.105 0.034 -0.018 0.002
C 3.848 0.190 4.596 0.080 0.022 0.070 0.000
C 3.781 2.465 -0.031 -0.001 0.060 0.013 0.007
C 2.526 -3.939 -0.748 0.011 0.033 0.007 0.001
C 2.500 0.016 4.315 -0.010 0.008 0.061 0.001
C 4.490 3.391 -2.130 0.004 -0.005 0.001 0.009
C 3.044 -1.606 -0.435 -0.014 -0.057 0.050 0.036
H 5.032 -0.996 -1.011 -0.017 0.009 -0.005 0.000
H 5.693 -3.249 -1.741 0.001 -0.008 0.004 0.000
H 3.161 0.316 -2.597 0.008 -0.021 -0.006 0.000
H 4.672 4.396 -0.243 -0.003 0.002 0.002 0.000
H 4.934 4.203 -2.691 -0.001 0.000 -0.002 0.001
H 3.648 2.567 1.038 0.007 0.010 -0.035 0.000
H 4.174 2.166 -3.866 -0.007 0.000 -0.003 0.000
H 4.102 -5.131 -1.574 -0.002 0.002 -0.012 0.000
H -3.321 2.966 -0.277 -0.021 0.021 0.010 0.003
H 1.828 -4.762 -0.675 -0.001 -0.001 0.002 0.000
H 1.152 -2.523 0.077 0.008 0.000 -0.020 0.017



Record 2
44
Properties=species:S:1:pos:R:3:forces:R:3:lowdin_spin:R:1 method="wB97M-V/def2-TZVPD" relative_energy_ev=0.388 orbital_gap_ev="5.7 / 6.3" energy_ha=-4194.66717 total_charge=-1 spin_multiplicity=2 s2=0.8422
Ru 0.057 0.817 -1.028 -0.015 -0.492 0.163 0.650
Br 1.478 6.538 0.297 0.003 -0.003 0.000 0.003
O 1.024 2.396 -1.961 0.203 0.141 0.208 0.015
O -1.436 -3.409 0.503 0.002 0.007 -0.001 0.000
O 5.883 -0.545 -0.144 0.016 -0.019 0.002 0.010
O -1.926 1.459 -0.712 -0.021 0.172 -0.028 -0.004
O -2.376 -1.783 -0.826 0.030 -0.025 0.012 0.003
O 3.070 3.323 -1.964 0.178 0.032 -0.087 0.005
O -3.064 3.184 0.163 -0.052 0.030 0.025 0.002
O -0.071 -1.509 -0.309 0.311 0.249 0.002 0.013
O 1.391 -3.091 0.437 -0.031 0.309 -0.131 0.047
N 1.853 0.182 -0.870 0.198 -0.182 -0.045 0.030
C 0.093 2.222 1.342 -0.152 0.003 -0.026 0.008
C -0.730 3.042 0.566 0.035 -0.011 -0.027 0.021
C 4.142 0.884 -0.900 0.149 -0.195 0.113 -0.001
C 2.293 2.409 -1.736 -0.363 0.023 -0.003 0.006
C 4.545 -0.361 -0.366 -0.036 0.237 -0.097 0.027
C -3.506 -4.738 0.802 0.010 0.001 0.003 0.000
C 1.225 -1.989 -0.022 -0.330 -0.418 0.069 0.035
C -2.042 2.544 -0.029 0.040 -0.108 -0.053 0.002
C 1.744 3.971 1.483 0.025 -0.033 0.004 -0.001
C -0.321 4.340 0.279 0.025 0.023 0.013 -0.001
C 2.824 1.115 -1.134 -0.153 -0.052 -0.074 0.018
C 3.595 -1.307 -0.096 -0.117 -0.029 0.007 0.011
C -2.771 -3.684 0.314 -0.034 0.003 -0.005 0.000
C -4.858 -4.766 0.457 -0.014 -0.007 -0.001 0.000
C 1.318 2.694 1.803 0.047 -0.035 -0.056 0.020
C -3.337 -2.699 -0.483 0.018 0.007 0.001 0.000
C 0.908 4.779 0.727 -0.039 0.011 -0.022 0.016
C -4.668 -2.712 -0.827 0.010 -0.001 0.001 0.000
C -5.425 -3.776 -0.337 0.002 0.011 -0.006 0.000
C 2.243 -1.017 -0.357 0.133 0.417 -0.104 0.059
B -1.227 -2.234 -0.201 -0.089 -0.082 0.068 0.006
H 3.840 -2.276 0.322 0.009 -0.001 -0.001 0.000
H -3.053 -5.499 1.422 0.002 0.000 0.000 0.000
H -6.478 -3.829 -0.579 0.001 -0.002 0.002 0.000
H 6.018 -1.431 0.206 0.016 -0.001 0.009 0.000
H 1.955 2.050 2.397 -0.002 0.007 0.020 0.001
H 2.709 4.336 1.805 0.000 0.006 0.005 0.000
H 4.852 1.666 -1.131 0.021 -0.013 0.009 0.000
H -0.238 1.227 1.617 -0.045 0.021 0.028 0.002
H -5.094 -1.928 -1.437 0.000 0.000 0.000 0.000
H -5.478 -5.575 0.819 0.006 -0.001 0.003 0.000
H -0.962 4.980 -0.312 0.005 0.000 -0.003 0.000